14
Properties=species:S:1:pos:R:3:forces:R:3 method="wB97M-V/def2-TZVPD" charge=0 orbital_gap_ha=0.33593 de_lowest_kcal_mol=85.21 lumo_energy_ev=0.34 homo_ev=-8.8
H -1.424 1.722 0.751 0.8 0.5 0.6
C -0.412 -0.642 0.880 3.2 3.8 1.7
C -1.467 -0.464 -0.058 -1.5 1.4 -0.6
H -0.329 -0.019 1.845 -0.5 -1.3 -1.6
H 1.247 2.625 -0.234 0.0 -1.4 0.4
H 1.489 -1.236 -0.777 -0.7 -2.3 0.8
C 0.760 0.632 -0.214 -0.3 -1.6 3.6
N 0.806 1.811 0.258 -0.5 -0.3 -2.0
H -0.230 -2.204 0.166 -0.8 -2.2 -2.0
O 0.196 -1.855 0.914 0.4 1.0 1.1
H 1.994 0.029 -1.776 -0.9 -0.5 1.9
N 1.460 -0.285 -0.908 1.6 4.5 -3.6
S -2.388 1.110 0.125 -0.8 -1.2 -0.8
O -1.701 -1.224 -0.972 0.1 -0.4 0.3